Record 1
{
  "formula": "C7H12",
  "method": "wB97M-V/def2-TZVPD",
  "orbital_gap_ha": 0.3082,
  "de_lowest_kcal_mol": 133.5,
  "homo_ev": -8.87,
  "lumo_ev": -0.49,
  "largest_force_ev_per_a": 0.33,
  "species": ["C", "C", "C", "C", "C", "C", "C", "H", "H", "H", "H", "H", "H", "H", "H", "H", "H", "H", "H"],
  "xyz": [[-1.67952, 0.82951, 0.18447], [-1.18908, -0.58412, -0.07021], [-0.15766, -0.74128, -1.22463], [0.92184, -0.90262, -0.17054], [2.23681, -0.73201, -0.16996], [0.53451, 2.48506, 0.39317], [-0.11162, -1.10881, 0.92135], [-2.29665, 1.20021, -0.64135], [-0.87830, 1.60717, 0.30243], [-2.25707, 0.89719, 1.11304], [-2.06549, -1.23569, -0.16214], [-0.32137, -1.65976, -1.80030], [-0.05106, 0.09589, -1.92447], [2.78041, -0.49547, -1.08162], [2.81933, -0.80724, 0.74532], [0.94211, 2.07977, -0.56097], [1.00286, 1.79109, 1.12787], [0.02806, -0.55108, 1.85477], [-0.25810, -2.16780, 1.16377]],
  "forces_ev_per_angstrom": [[-0.08, -0.10, -0.03], [-0.16, 0.03, 0.01], [0.02, 0.03, -0.15], [0.33, 0.04, 0.00], [-0.20, -0.09, 0.00], [0.07, -0.16, -0.03], [0.03, -0.02, 0.15], [0.12, -0.04, 0.12], [0.09, 0.00, 0.00], [0.11, 0.00, -0.13], [0.13, 0.09, 0.01], [0.04, 0.13, 0.08], [-0.03, -0.11, 0.13], [-0.11, -0.05, 0.09], [-0.11, -0.02, -0.10], [-0.12, 0.06, 0.14], [-0.13, 0.11, -0.10], [-0.03, -0.06, -0.15], [0.04, 0.15, -0.03]]
}

Record 2
{
  "formula": "C7H12AuBrN2O7P2",
  "method": "wB97M-V/def2-TZVPD",
  "orbital_gap_ha": 0.3326,
  "de_lowest_kcal_mol": 19.9,
  "homo_ev": -8.85,
  "lumo_ev": 0.20,
  "largest_force_ev_per_a": 0.24,
  "species": ["Au", "N", "C", "C", "P", "O", "O", "O", "P", "O", "O", "O", "H", "H", "H", "H", "H", "H", "H", "H", "O", "C", "C", "C", "N", "C", "Br", "C", "H", "H", "H", "H"],
  "xyz": [[0.53218, -0.05854, -0.25998], [0.75976, 0.12660, 4.68862], [0.75605, -0.22610, 3.21368], [0.85795, -1.73699, 3.03449], [2.12137, 0.77996, 2.47429], [3.30144, -0.34032, 2.45861], [2.39137, 1.83969, 3.48367], [1.81271, 1.12836, 1.03585], [-0.94627, 0.32644, 2.68498], [-0.73397, 1.92490, 2.68077], [-1.77998, -0.08283, 3.85069], [-1.22331, -0.16124, 1.29258], [1.34020, -0.50652, 5.23438], [-0.22938, 0.10477, 4.99150], [1.17442, 1.07704, 4.72934], [1.78134, -2.12148, 3.46791], [0.85381, -1.97687, 1.97075], [-0.00432, -2.22531, 3.49362], [3.96782, -0.13117, 1.79509], [-1.16056, 2.35738, 1.93445], [-2.31057, -5.66652, -2.94743], [-1.71218, -4.79817, -2.10523], [-1.72263, -4.94211, -0.72090], [-1.07780, -3.99100, 0.04637], [-0.44524, -2.93892, -0.47825], [-0.47362, -2.83631, -1.77966], [0.41451, -1.27011, -2.46762], [-1.06588, -3.70617, -2.66630], [-2.73887, -6.37302, -2.45081], [-2.22792, -5.77723, -0.25210], [-1.06775, -4.06063, 1.12708], [-1.05182, -3.55596, -3.73595]],
  "forces_ev_per_angstrom": [[0.18, -0.03, -0.16], [0.12, 0.04, -0.13], [-0.05, 0.03, -0.10], [-0.08, 0.10, 0.05], [0.06, -0.08, 0.22], [-0.07, 0.12, 0.01], [-0.02, -0.12, -0.19], [0.03, 0.12, 0.13], [-0.05, -0.09, 0.01], [-0.15, -0.03, 0.11], [0.04, 0.04, -0.03], [-0.04, 0.01, 0.09], [-0.01, 0.00, -0.01], [-0.10, -0.08, 0.02], [0.07, 0.04, 0.03], [0.03, -0.02, -0.01], [0.01, 0.00, 0.01], [0.00, -0.02, 0.00], [0.02, -0.01, -0.04], [0.09, 0.00, -0.09], [0.01, 0.00, 0.04], [-0.05, -0.07, 0.00], [-0.02, -0.04, 0.07], [-0.01, 0.03, -0.09], [-0.01, -0.06, 0.08], [0.05, 0.08, 0.07], [-0.09, -0.03, 0.07], [0.01, 0.07, -0.19], [0.01, 0.02, 0.00], [0.01, 0.01, 0.01], [0.00, -0.01, -0.01], [0.00, -0.01, 0.03]]
}

Record 3
{
  "formula": "C7H12BFO3S",
  "method": "wB97M-V/def2-TZVPD",
  "orbital_gap_ha": 0.3389,
  "homo_ev": -10.12,
  "lumo_ev": -0.89,
  "largest_force_ev_per_a": 0.69,
  "species": ["C", "C", "C", "C", "C", "B", "C", "O", "C", "S", "O", "O", "F", "H", "H", "H", "H", "H", "H", "H", "H", "H", "H", "H", "H"],
  "xyz": [[0.54975, 1.68468, 3.06355], [0.39657, 2.18770, 1.98363], [0.16852, 2.76636, 0.65742], [-0.76934, 1.91150, -0.20942], [-0.02513, 0.77100, -0.93181], [-0.49106, -0.69904, -0.87344], [0.22946, -1.84767, -1.68648], [0.88675, -2.81011, -0.88135], [1.82881, -2.24334, 0.00614], [-1.98370, -1.29341, 0.16530], [-2.10014, -0.54868, 1.37562], [-2.05710, -2.71370, 0.15594], [-3.16686, -0.77789, -0.76160], [0.68420, 1.27011, 4.02571], [-0.22375, 3.77643, 0.76991], [1.13923, 2.86484, 0.16436], [-1.57135, 1.53392, 0.41594], [-1.22098, 2.57391, -0.94797], [0.06065, 1.00185, -2.00094], [1.01357, 0.72805, -0.57278], [-0.53798, -2.39659, -2.24127], [0.92535, -1.40810, -2.41357], [2.53969, -3.01979, 0.27677], [2.38038, -1.42272, -0.46312], [1.34446, -1.88932, 0.92347]],
  "forces_ev_per_angstrom": [[-0.03, 0.28, -0.53], [0.01, -0.18, 0.21], [0.16, -0.11, 0.11], [0.09, 0.18, -0.12], [-0.58, 0.13, 0.35], [0.09, 0.03, -0.20], [-0.18, 0.09, 0.06], [0.07, -0.10, -0.01], [-0.03, -0.06, 0.01], [0.52, -0.03, 0.28], [-0.08, -0.06, 0.13], [-0.25, -0.05, 0.00], [-0.04, 0.07, -0.22], [0.02, -0.14, 0.24], [-0.08, 0.02, 0.06], [-0.02, 0.11, -0.09], [-0.07, -0.01, 0.04], [-0.04, -0.07, -0.07], [0.22, -0.05, -0.05], [0.10, -0.11, -0.12], [0.04, -0.01, -0.10], [0.08, -0.05, -0.01], [-0.02, -0.06, 0.02], [0.03, 0.05, 0.00], [0.01, 0.14, 0.01]]
}

- Number 3 is which compound?
  C7H12BFO3S